This record from the Open Molecules 2025 dataset describes a structure of composition C40H112N8O16 in a non-equilibrium geometry. The level of theory is wB97M-V/def2-TZVPD.

Last column: Löwdin charge in e.
Positions of all 176 atoms, in Å:
C1 0.46106 -5.43978 -1.33862  -0.20
C2 0.42386 -4.07080 -0.72879  -0.20
O1 1.67132 -3.40481 -0.89123  -0.12
O2 0.59537 -5.31298 -2.76099  -0.07
H1 -0.41967 -6.06361 -1.16167  0.12
H2 1.33177 -5.98452 -0.95080  0.12
H3 0.24423 -4.23326 0.33713  0.13
H4 -0.36130 -3.42017 -1.11992  0.09
H5 1.80481 -3.17251 -1.82522  0.01
H6 0.16214 -6.04630 -3.20159  0.09
C3 -0.58028 0.11175 -0.12481  -0.25
C4 0.65158 -0.35809 -0.88366  -0.21
O3 1.63091 -0.88918 -0.01872  -0.08
O4 -1.23324 -0.96107 0.53208  -0.10
H7 -1.29139 0.60001 -0.80711  0.11
H8 -0.24827 0.89524 0.57056  0.10
H9 1.07397 0.49187 -1.42561  0.10
H10 0.31388 -1.13920 -1.56343  0.09
H11 1.64093 -1.86214 -0.10791  0.06
H12 -1.80293 -0.49622 1.18838  0.03
C5 1.08912 0.19535 3.34232  -0.25
C6 1.61074 -0.10384 4.72084  -0.23
O5 0.50461 -0.41487 5.58506  -0.08
O6 2.09906 0.55168 2.41744  -0.08
H13 0.34880 1.00312 3.44055  0.11
H14 0.52499 -0.66473 2.96297  0.13
H15 2.08230 0.78411 5.15848  0.11
H16 2.32596 -0.92908 4.76578  0.12
H17 0.71652 -0.15619 6.48321  0.08
H18 2.01776 -0.07616 1.68861  0.05
C7 3.98672 -5.60702 1.88432  -0.20
C8 4.33379 -4.59453 0.80225  -0.23
O7 5.74458 -4.42079 0.71353  -0.03
O8 3.81027 -4.92353 3.13699  -0.07
H19 4.78996 -6.34066 1.96437  0.12
H20 3.04704 -6.11733 1.65495  0.12
H21 3.81174 -3.64157 0.86696  0.13
H22 4.02856 -5.12821 -0.10242  0.13
H23 6.04947 -4.01471 1.53193  0.13
H24 3.03883 -5.24884 3.60309  0.08
C9 4.84259 -1.17414 -0.71340  -0.03
C10 4.14716 -2.39526 -1.29882  -0.44
C11 3.61990 -2.18779 -2.69195  -0.17
O9 2.67785 -3.19952 -3.01564  -0.21
C12 1.86022 -2.86831 -4.12955  -0.07
N1 5.08187 -3.52709 -1.26529  0.04
H25 4.09940 -0.41471 -0.45134  0.06
H26 5.54486 -0.75398 -1.43395  0.08
H27 5.33578 -1.41830 0.22627  0.08
H28 3.27210 -2.64427 -0.68513  0.08
H29 4.41862 -2.11417 -3.44459  0.14
H30 3.13447 -1.20453 -2.79290  0.13
H31 1.17053 -2.07881 -3.82454  0.08
H32 1.29494 -3.78094 -4.32016  0.08
H33 2.43882 -2.61136 -5.01966  0.10
H34 4.67497 -4.30129 -1.78775  0.08
H35 5.18926 -3.94690 -0.34521  -0.11
C13 2.78088 5.55524 1.52250  -0.06
C14 2.92910 4.10622 1.95724  -0.41
C15 3.53444 3.90368 3.33607  -0.21
O10 4.91333 4.18524 3.30475  -0.16
C16 5.47059 4.47568 4.55749  -0.12
N2 1.58579 3.50479 1.87962  0.04
H36 2.37902 5.71679 0.52591  0.07
H37 3.74375 6.08053 1.53558  0.08
H38 2.19308 6.09320 2.27540  0.08
H39 3.54640 3.58268 1.21863  0.13
H40 3.41488 2.86751 3.67950  0.12
H41 2.89881 4.49583 4.01723  0.13
H42 5.40264 3.71222 5.33846  0.09
H43 4.96891 5.35743 4.99279  0.09
H44 6.48427 4.83410 4.38669  0.09
H45 0.94782 3.84821 2.59191  0.05
H46 1.69157 2.52155 2.11491  0.05
C17 -4.96028 0.35248 1.28375  -0.05
C18 -4.07166 0.58440 2.49436  -0.39
C19 -3.95629 -0.62232 3.41108  -0.19
O11 -5.22327 -0.79704 4.01866  -0.21
C20 -5.17938 -1.70659 5.10259  -0.11
N3 -2.70722 0.95869 2.02367  0.05
H47 -5.99933 0.27818 1.61701  0.08
H48 -4.70360 -0.54671 0.73066  0.06
H49 -4.95003 1.25889 0.67451  0.08
H50 -4.38758 1.46919 3.05983  0.14
H51 -3.19685 -0.41657 4.17660  0.13
H52 -3.66088 -1.50902 2.83757  0.13
H53 -6.12089 -1.71936 5.64514  0.09
H54 -4.40178 -1.35278 5.78916  0.09
H55 -4.96925 -2.74255 4.82515  0.09
H56 -2.17500 1.26416 2.83777  0.07
H57 -2.73669 1.81663 1.47431  0.06
C21 -3.13937 5.40990 1.30024  -0.07
C22 -1.79315 4.92759 1.79026  -0.43
C23 -1.85792 4.45087 3.24195  -0.21
O12 -0.64825 3.86292 3.65824  -0.23
C24 -0.63980 3.53283 5.02646  -0.10
N4 -1.28213 3.88828 0.89231  0.05
H58 -3.14258 5.52077 0.21404  0.08
H59 -3.33000 6.42047 1.67234  0.08
H60 -4.00436 4.79264 1.54891  0.08
H61 -1.08562 5.76916 1.76121  0.14
H62 -2.69154 3.74892 3.40330  0.12
H63 -2.12862 5.30168 3.88346  0.13
H64 -1.32088 2.69658 5.21631  0.09
H65 -0.97351 4.37222 5.65292  0.09
H66 0.38493 3.35206 5.34761  0.09
H67 -1.22886 4.24489 -0.06045  0.08
H68 -0.29243 3.63272 0.98964  0.03
C25 -3.55876 -4.40671 0.46428  -0.06
C26 -4.42694 -4.68026 1.68932  -0.43
C27 -5.56187 -3.67544 1.80617  -0.23
O13 -6.19459 -3.83740 3.05013  -0.18
C28 -7.13705 -2.80647 3.29523  -0.11
N5 -5.03826 -6.01757 1.54642  0.04
H69 -3.26465 -3.35963 0.36572  0.06
H70 -4.09056 -4.71163 -0.43875  0.08
H71 -2.66979 -5.03357 0.53365  0.07
H72 -3.81520 -4.59131 2.59495  0.14
H73 -6.24349 -3.79485 0.95052  0.14
H74 -5.14688 -2.66938 1.67588  0.10
H75 -6.79066 -1.81004 3.05665  0.07
H76 -7.41517 -2.83176 4.34689  0.08
H77 -8.06400 -3.04681 2.75918  0.10
H78 -4.43710 -6.67792 2.03193  0.07
H79 -5.90080 -6.04431 2.08283  0.07
C29 0.34453 2.87912 -6.86760  -0.06
C30 0.78410 2.14851 -5.59978  -0.45
C31 -0.41464 1.56990 -4.84719  -0.22
O14 -1.33434 2.60167 -4.60785  -0.18
C32 -2.41563 2.17942 -3.80037  -0.10
N6 1.77168 1.09472 -5.84158  0.04
H80 1.13793 3.44778 -7.35593  0.07
H81 -0.44342 3.58686 -6.60512  0.07
H82 -0.06211 2.17431 -7.60005  0.08
H83 1.25056 2.88160 -4.94379  0.11
H84 0.01551 1.22661 -3.89503  0.11
H85 -0.80632 0.69992 -5.38941  0.13
H86 -2.11031 2.20722 -2.74802  0.08
H87 -2.79359 1.19868 -4.09935  0.07
H88 -3.23606 2.88391 -3.94798  0.09
H89 2.60563 1.53540 -6.22510  0.08
H90 1.45776 0.57419 -6.66216  0.07
C33 3.06418 2.36744 -3.12508  -0.06
C34 3.27750 3.04089 -1.77774  -0.41
C35 4.09501 4.31299 -1.86338  -0.21
O15 5.36176 4.01980 -2.42936  -0.19
C36 6.09507 5.13342 -2.87617  -0.12
N7 1.95112 3.43297 -1.19309  0.07
H91 2.99300 3.11591 -3.90925  0.08
H92 2.26721 1.62317 -3.06619  0.05
H93 3.91080 1.70118 -3.32035  0.08
H94 3.75260 2.31163 -1.11082  0.13
H95 4.24834 4.77622 -0.88182  0.11
H96 3.57044 5.04347 -2.49370  0.13
H97 6.02830 5.99318 -2.20015  0.09
H98 5.84480 5.38143 -3.90963  0.09
H99 7.14561 4.84124 -2.80924  0.09
H100 2.07658 3.34038 -0.18130  0.01
H101 1.36441 2.62100 -1.38302  0.04
C37 -1.33001 -2.50942 -3.33333  -0.06
C38 -2.72645 -3.10942 -3.37810  -0.41
C39 -3.71874 -2.24038 -2.61460  -0.22
O16 -3.82934 -0.93557 -3.14201  -0.18
C40 -4.51498 -0.11517 -2.23504  -0.11
N8 -3.09625 -3.34983 -4.78848  0.04
H102 -0.67480 -3.02358 -4.02733  0.06
H103 -0.88271 -2.58493 -2.34629  0.03
H104 -1.39670 -1.46235 -3.63795  0.08
H105 -2.68693 -4.07613 -2.86628  0.13
H106 -3.31218 -2.21876 -1.59240  0.10
H107 -4.70991 -2.71091 -2.55861  0.13
H108 -4.10145 -0.15857 -1.22213  0.06
H109 -5.59245 -0.29694 -2.19718  0.10
H110 -4.30013 0.92654 -2.48326  0.07
H111 -4.02422 -3.77144 -4.76899  0.07
H112 -3.28904 -2.42439 -5.17336  0.07

Results
Relative energy (zero: lowest compared OMol25 entry of this formula, charge and spin), kJ/mol: 1149.78
Gap between HOMO and LUMO, eV: 8.08
Electronic energy, hartree: -3232.79195
LUMO, eV: 0.3